The following is a quantum chemistry calculation of a structure of composition C10H30F4HfN12O28S4, from the OMol25 dataset.

Structure (ORCA input):
```
! RIJCOSX wB97M-V def2-TZVPD def2/J DEFGRID3
* xyz 2 1
Hf 0.35164 0.42570 -0.58476
S -2.89641 1.67010 -1.22438
S 3.20956 1.38292 -2.73621
S -2.46426 2.41446 0.86724
S 3.02818 -0.83635 -2.65893
F -2.36699 0.48272 -2.16117
F 1.86118 -1.94861 -2.42707
F 2.65695 2.58843 -1.92566
F -1.28428 2.29045 1.97856
O 2.75571 1.77534 -4.06317
O 1.42433 -1.31120 2.75699
O -0.31106 4.10383 -2.51495
O -4.20292 1.07369 -0.86864
O 2.67878 3.93391 0.71468
O 4.11605 -1.36359 -1.83768
O -0.14218 0.06225 -4.60889
O -4.72404 -2.34545 2.46837
O 3.08887 -0.95611 -4.09288
O 4.63733 1.51469 -2.42297
O -1.37024 -1.66593 -0.31698
O -0.41493 -0.80448 -2.61986
O 0.87481 -4.61927 -3.50620
O 4.47929 1.51167 0.39655
O 1.62120 -1.58701 0.06864
O -3.50313 1.78681 1.69894
O 2.46754 0.88643 0.88845
O -2.91386 -1.22446 2.32795
O 0.07863 1.96685 -2.57694
O -0.56917 -4.00824 -1.97179
O 1.08072 2.20630 3.55374
O -3.38205 -1.86690 -1.01109
O 0.89462 -3.53824 0.65215
O -0.11388 -0.18484 1.71541
O -2.89093 2.82695 -2.11122
O 1.99390 3.05218 5.33446
O 0.87502 2.74629 0.17008
O -2.39149 3.82833 0.61566
N 2.15429 0.22856 -1.90636
N 0.37951 -0.69438 2.74102
N 1.78175 -2.79492 0.31469
N -0.00198 -4.89519 -2.65688
N -0.63252 -0.76935 -3.82224
N 3.64688 1.12299 1.18114
N -3.96791 -1.52549 2.89616
N 1.12142 3.02000 4.46457
N 1.45479 3.82090 0.50266
N -2.42485 -2.31255 -0.40704
N -1.59736 1.38859 -0.34949
N -0.22018 3.02535 -3.09150
C 3.97921 1.11040 2.61546
C -0.45025 -6.32659 -2.50339
C 3.11502 -3.44998 0.29535
C -0.01076 3.96118 4.58504
C -2.52242 -3.67749 0.27800
C 0.58441 5.03457 0.58906
C -4.31645 -0.86751 4.21901
C -1.59332 -1.79234 -4.37918
C -0.31993 -0.67528 4.02748
C -0.35589 3.02925 -4.58430
H -3.47614 -3.96879 0.71806
H 3.46358 1.89774 3.16529
H -0.60137 -1.70798 4.23344
H 0.44204 4.93807 4.75469
H -1.12966 -6.46343 -3.34468
H 1.07656 5.98166 0.36789
H -0.49169 3.89678 3.60900
H 3.20871 -4.18357 1.09608
H 0.37792 -7.02967 -2.41443
H -1.15276 -0.00238 3.82331
H 0.36517 -0.29070 4.78303
H -1.08525 -2.72691 -4.14140
H 3.28339 -3.90700 -0.67979
H -4.53175 -1.64561 4.95135
H -1.05398 -6.47713 -1.60843
H -0.16081 4.93257 -0.19982
H 5.05971 1.11013 2.75904
H -0.78846 3.66673 5.28972
H 3.72668 -2.55843 0.43354
H -0.05657 5.13595 1.46482
H -2.46253 -4.39622 -0.53928
H 3.58362 0.22701 3.11671
H 0.56477 2.64808 -5.02609
H -5.19841 -0.23913 4.09502
H -3.46921 -0.27867 4.57050
H -2.55207 -1.80008 -3.86069
H -1.61601 -3.77013 0.87627
H -1.55125 -1.65779 -5.46003
H -1.17795 2.39899 -4.92357
H -0.63245 4.03959 -4.88565
*
```

Summary:
Molar mass: 1149.2 g mol⁻¹
Frontier orbital gap: 0.29611 Eh


The following is a quantum chemistry calculation of a structure of composition C33H32AsFeN7S, from the OMol25 dataset.

Structure (ORCA input):
```
! RIJCOSX wB97M-V def2-TZVPD def2/J DEFGRID3
* xyz 3 6
As -0.73630 0.23167 -2.47566
Fe 0.39464 -0.13980 -0.08132
S -3.66241 2.87131 5.74260
N -4.15288 2.02381 4.46862
N -0.06736 -2.32758 -0.16520
N -2.07532 2.88185 5.48930
N 0.58283 0.94462 1.90179
N -1.64505 0.11807 0.76495
N 2.10973 1.06013 -0.54421
N 2.14584 -1.26627 0.48480
C -0.55910 1.24021 2.55790
C -3.45750 -0.62053 -3.26922
C 4.31410 2.68532 -0.93661
C -1.87444 2.20157 4.37169
C 3.06645 -3.19538 1.50855
C -2.76004 -0.32877 0.18204
C -4.16457 0.44510 1.93687
C 3.05104 3.12290 -1.30450
C -4.02606 -0.20389 0.73207
C -0.89686 -4.87417 0.58185
C -1.97821 -0.77900 -3.59773
C 3.33313 0.64630 -0.17141
C -1.16931 -2.88476 -0.68947
C 1.72577 1.34457 2.46715
C -3.02415 0.96284 2.54821
C 4.31054 -2.58238 1.52947
C 0.67887 -3.08574 0.66194
C -2.12718 2.67072 -1.55130
C 4.45342 1.43212 -0.35739
C 0.62463 2.35292 4.32334
C -0.58340 1.94546 3.75904
C 1.97963 2.27978 -1.09036
C -1.78293 0.76380 1.94194
C 0.88744 0.11880 -3.54957
C 1.45229 -1.30136 -3.58786
C 0.27946 -4.33938 1.08197
C -3.05963 1.71253 3.78984
C 2.00410 -2.50715 0.95072
C 3.34710 -0.68698 0.46456
C -1.29210 2.09068 -2.69091
C 1.79071 2.03969 3.66808
C -1.61161 -4.14934 -0.35709
C 4.46483 -1.31903 0.97591
H 1.61254 0.81211 -3.13148
H -5.12913 0.57246 2.41409
H -3.73207 -1.10099 -2.33076
H 0.61918 2.89505 5.26096
H 2.34267 -1.33589 -4.21404
H 5.18197 3.31348 -1.09035
H -2.65093 -0.78451 -0.78068
H 0.88233 -4.90553 1.77832
H 0.97696 2.58904 -1.35374
H -4.04609 -1.09696 -4.05224
H -2.49595 -4.55525 -0.82863
H -1.61763 2.58798 -0.58837
H 1.73231 -1.65167 -2.58981
H -1.74097 -0.35289 -4.57491
H -1.69496 -2.30970 -1.43174
H -0.37724 2.66258 -2.83738
H -3.76213 0.42489 -3.22618
H -1.22747 -5.85634 0.89418
H 5.43032 1.08055 -0.05705
H 2.75481 2.32193 4.06784
H -4.88185 -0.60708 0.20757
H -1.84030 2.11479 -3.63409
H -3.09429 2.17410 -1.46196
H 0.62772 0.47792 -4.54726
H 0.73968 -2.01439 -4.00370
H 2.64075 1.10202 1.96133
H 5.16451 -3.10070 1.94518
H 5.43906 -0.85306 0.94545
H -2.31700 3.72752 -1.73596
H 2.89639 4.09506 -1.75189
H -1.66986 -1.82323 -3.60974
H 2.94647 -4.19853 1.89163
*
```

Summary:
Relative energy (zero: lowest compared OMol25 entry of this formula, charge and spin): 0.00 kcal/mol
Molar mass: 689.5 g mol⁻¹
Frontier orbital gap (spin up / spin down): 0.27812 / 0.21626 Eh


What did the second record say?
The following is a quantum chemistry calculation of a structure of composition C33H32AsFeN7S, from the OMol25 dataset.

Structure (ORCA input):
```
! RIJCOSX wB97M-V def2-TZVPD def2/J DEFGRID3
* xyz 3 6
As -0.73630 0.23167 -2.47566
Fe 0.39464 -0.13980 -0.08132
S -3.66241 2.87131 5.74260
N -4.15288 2.02381 4.46862
N -0.06736 -2.32758 -0.16520
N -2.07532 2.88185 5.48930
N 0.58283 0.94462 1.90179
N -1.64505 0.11807 0.76495
N 2.10973 1.06013 -0.54421
N 2.14584 -1.26627 0.48480
C -0.55910 1.24021 2.55790
C -3.45750 -0.62053 -3.26922
C 4.31410 2.68532 -0.93661
C -1.87444 2.20157 4.37169
C 3.06645 -3.19538 1.50855
C -2.76004 -0.32877 0.18204
C -4.16457 0.44510 1.93687
C 3.05104 3.12290 -1.30450
C -4.02606 -0.20389 0.73207
C -0.89686 -4.87417 0.58185
C -1.97821 -0.77900 -3.59773
C 3.33313 0.64630 -0.17141
C -1.16931 -2.88476 -0.68947
C 1.72577 1.34457 2.46715
C -3.02415 0.96284 2.54821
C 4.31054 -2.58238 1.52947
C 0.67887 -3.08574 0.66194
C -2.12718 2.67072 -1.55130
C 4.45342 1.43212 -0.35739
C 0.62463 2.35292 4.32334
C -0.58340 1.94546 3.75904
C 1.97963 2.27978 -1.09036
C -1.78293 0.76380 1.94194
C 0.88744 0.11880 -3.54957
C 1.45229 -1.30136 -3.58786
C 0.27946 -4.33938 1.08197
C -3.05963 1.71253 3.78984
C 2.00410 -2.50715 0.95072
C 3.34710 -0.68698 0.46456
C -1.29210 2.09068 -2.69091
C 1.79071 2.03969 3.66808
C -1.61161 -4.14934 -0.35709
C 4.46483 -1.31903 0.97591
H 1.61254 0.81211 -3.13148
H -5.12913 0.57246 2.41409
H -3.73207 -1.10099 -2.33076
H 0.61918 2.89505 5.26096
H 2.34267 -1.33589 -4.21404
H 5.18197 3.31348 -1.09035
H -2.65093 -0.78451 -0.78068
H 0.88233 -4.90553 1.77832
H 0.97696 2.58904 -1.35374
H -4.04609 -1.09696 -4.05224
H -2.49595 -4.55525 -0.82863
H -1.61763 2.58798 -0.58837
H 1.73231 -1.65167 -2.58981
H -1.74097 -0.35289 -4.57491
H -1.69496 -2.30970 -1.43174
H -0.37724 2.66258 -2.83738
H -3.76213 0.42489 -3.22618
H -1.22747 -5.85634 0.89418
H 5.43032 1.08055 -0.05705
H 2.75481 2.32193 4.06784
H -4.88185 -0.60708 0.20757
H -1.84030 2.11479 -3.63409
H -3.09429 2.17410 -1.46196
H 0.62772 0.47792 -4.54726
H 0.73968 -2.01439 -4.00370
H 2.64075 1.10202 1.96133
H 5.16451 -3.10070 1.94518
H 5.43906 -0.85306 0.94545
H -2.31700 3.72752 -1.73596
H 2.89639 4.09506 -1.75189
H -1.66986 -1.82323 -3.60974
H 2.94647 -4.19853 1.89163
*
```

Summary:
Relative energy (zero: lowest compared OMol25 entry of this formula, charge and spin): 0.00 kcal/mol
Molar mass: 689.5 g mol⁻¹
Frontier orbital gap (spin up / spin down): 0.27812 / 0.21626 Eh


- Which value of molar mass does entry 1 give?
  1149.2 g mol⁻¹


- What is the molar mass in the second record?
  689.5 g mol⁻¹